1.
# C37H30FeN6O4Se

A structure of composition C37H30FeN6O4Se at a distorted geometry (ωB97M-V/def2-TZVPD, the OMol25 dataset).

Computed properties:
Charge: 0
HOMO-LUMO gap (alpha / beta): 4.882 / 4.870 eV
2S+1: 5
Relative energy (zero: lowest compared OMol25 entry of this formula, charge and spin): 36.2 kJ/mol

CARTESIAN COORDINATES (ANGSTROEM)
1 Fe 0.973843 1.485843 0.160346
2 C 2.543860 3.805142 -1.276345
3 O 2.602214 2.607623 -0.514026
4 C 3.850498 2.256375 0.011594
5 C 5.090795 2.542964 -0.559195
6 C 6.266327 2.109199 0.094424
7 C 6.195387 1.368675 1.283587
8 C 4.940634 0.958143 1.796926
9 C 3.769077 1.452339 1.177386
10 N 2.490202 1.224160 1.628718
11 N 2.316077 0.899144 2.862414
12 C 1.126272 1.278921 3.423912
13 C 0.163911 2.202573 2.877374
14 O 0.160342 2.650930 1.640996
15 C -0.843383 2.669936 3.788326
16 C -1.035870 2.034813 5.016710
17 C -0.148112 1.092476 5.602620
18 C -0.303294 0.541676 6.892766
19 C 0.681222 -0.252674 7.424000
20 C 1.843556 -0.514213 6.706288
21 C 1.944987 -0.113997 5.380993
22 C 1.001744 0.748715 4.797706
23 H 2.984458 4.641394 -0.750576
24 H 3.039714 3.711241 -2.248117
25 H 1.512512 3.980420 -1.534631
26 H 5.182700 3.016410 -1.528232
27 H 7.238565 2.360107 -0.288163
28 H 7.111776 1.060491 1.803420
29 H 4.826901 0.331810 2.681037
30 H -1.496021 3.518634 3.523355
31 H -1.890025 2.295148 5.655630
32 H -1.254363 0.608316 7.423183
33 H 0.517710 -0.768279 8.389194
34 H 2.760145 -1.014742 7.074411
35 H 2.827548 -0.442544 4.817022
36 C -3.290449 -1.878637 -7.077628
37 C -2.845351 -2.007768 -5.619971
38 C -1.699593 -2.719381 -5.313083
39 C -1.245966 -2.796932 -3.992111
40 C -1.906292 -2.139929 -2.965387
41 C -3.084887 -1.462735 -3.257236
42 N -3.821486 -0.957806 -2.223635
43 C -3.469291 -0.661208 -0.892630
44 C -4.001523 -1.446650 0.162024
45 C -3.942003 -1.002460 1.492662
46 C -3.286463 0.192493 1.759485
47 C -2.582769 0.849193 0.749635
48 C -2.595192 0.395683 -0.582140
49 C -1.618926 1.032185 -1.564979
50 O -1.957823 0.904631 -2.776027
51 O -0.576601 1.575840 -1.082908
52 C -3.616366 -1.367215 -4.600623
53 C -4.735957 -0.430319 -4.935058
54 H -3.008246 -2.805878 -7.547385
55 H -2.720165 -1.077940 -7.485603
56 H -4.355256 -1.691982 -7.126124
57 H -1.179285 -3.243384 -6.119510
58 H -0.343726 -3.377236 -3.734613
59 H -1.637752 -2.183041 -1.908152
60 H -4.721580 -0.576454 -2.501987
61 H -4.527885 -2.319209 -0.174345
62 H -4.512704 -1.509585 2.273140
63 H -3.239494 0.515533 2.793668
64 H -2.064271 1.802842 1.041008
65 H -4.677719 0.485299 -4.320804
66 H -5.707934 -0.887618 -4.698741
67 H -4.730262 -0.130660 -5.990367
68 Se 2.676576 -0.941492 -3.407207
69 N 2.428346 -2.566239 -2.740753
70 C 1.919186 -2.420097 -1.526771
71 C 1.595873 -3.437165 -0.564791
72 C 1.158847 -3.039625 0.690266
73 C 0.850991 -1.679223 0.949750
74 N 1.083465 -0.697764 0.062706
75 C 1.680967 -1.002207 -1.124273
76 N 2.212142 -0.006465 -1.902539
77 H 1.718808 -4.461823 -0.893942
78 H 0.958229 -3.734233 1.522834
79 H 0.427881 -1.440510 1.919092

Atoms 1-2, force components in eV/Å:
-1.27 0.21 0.31
0.12 0.05 -1.04

Löwdin population analysis, charges in e, atoms 1 to 2: number 1, Fe, carries 0.82; number 2, C, carries -0.03

2.
# C6H14OSi

The molecule C6H14OSi at a distorted geometry (ωB97M-V/def2-TZVPD, the OMol25 dataset).

Computed properties:
Structure (SMILES): CC(=O)C[Si](C)(C)C
Charge: 0
HOMO-LUMO gap: 10.156 eV
Relative energy (zero: lowest compared OMol25 entry of this formula, charge and spin): 157.1 kJ/mol

CARTESIAN COORDINATES (ANGSTROEM)
1 C -0.373152 1.044535 -0.925505
2 C 0.343418 0.208791 -1.896612
3 C -0.550408 -0.771009 -2.634284
4 C -1.021176 1.188772 2.024222
5 C 1.915673 0.427023 1.180442
6 C -0.388132 -1.705040 0.771638
7 O 1.519132 0.392907 -2.125437
8 Si 0.024003 0.190113 0.807033
9 H 0.055054 2.113167 -0.868025
10 H -1.511396 0.990994 -0.985974
11 H -0.133448 -1.757396 -2.630477
12 H -1.509774 -0.888366 -2.175790
13 H -0.541243 -0.362882 -3.627746
14 H -0.386886 1.419304 2.939773
15 H -1.290491 2.140326 1.545916
16 H -1.814889 0.661213 2.449220
17 H 2.101335 -0.401255 1.985705
18 H 2.499548 0.174510 0.320669
19 H 2.392914 1.337265 1.434086
20 H 0.427212 -2.299632 1.321492
21 H -1.377827 -2.012503 1.346296
22 H -0.379468 -2.090838 -0.256644

Atoms 1-2, force components in eV/Å:
-0.61 0.80 1.62
-0.68 0.74 -0.27

natural (NBO) population analysis, charges in e, atoms 1 to 2: number 1, C, carries -0.93; number 2, C, carries 0.57

3.
# C3H4N2S

The molecule C3H4N2S at a distorted geometry (ωB97M-V/def2-TZVPD, the OMol25 dataset).

Computed properties:
Charge: 0
HOMO-LUMO gap: 8.237 eV
Relative energy (zero: lowest compared OMol25 entry of this formula, charge and spin): 629.1 kJ/mol

CARTESIAN COORDINATES (ANGSTROEM)
1 C 2.038787 -1.837282 1.202942
2 C 0.662090 0.614282 0.155750
3 C -0.473760 0.924591 -0.612616
4 N 1.698757 0.859985 0.681663
5 N 2.607151 0.697670 1.466478
6 S 3.226089 -0.835424 1.828686
7 H 2.040728 -2.924385 1.486816
8 H -1.067367 -0.008333 -0.532649
9 H -1.027733 1.780621 -0.072211
10 H -0.340933 1.197064 -1.753142

Atoms 1-2, force components in eV/Å:
1.44 0.77 1.24
2.98 0.96 0.84

natural (NBO) population analysis, charges in e, atoms 1 to 2: number 1, C, carries -0.63; number 2, C, carries 0.32

4.
# C4H7HgMgO2

A structure of composition C4H7HgMgO2 at a distorted geometry (ωB97M-V/def2-TZVPD, the OMol25 dataset).

Computed properties:
Charge: +1
HOMO-LUMO gap (alpha / beta): 6.090 / 5.653 eV
2S+1: 3

CARTESIAN COORDINATES (ANGSTROEM)
1 O -2.025397 0.975553 -0.286854
2 C -1.912028 -0.214254 0.067015
3 C -0.617162 -0.947176 0.130316
4 Hg -3.262539 2.922263 0.786920
5 H -2.830464 -0.718176 0.422784
6 H -0.468393 -1.218458 1.186169
7 H -0.796630 -1.924219 -0.353062
8 C 1.760809 -0.545748 0.296801
9 C 0.600965 -0.308476 -0.566002
10 O 3.004821 -0.616529 -0.235928
11 H 1.733779 -0.407340 1.382360
12 H 0.093698 0.468000 -1.170180
13 H 1.266816 -0.038134 -1.632605
14 H 3.461117 -1.414075 0.048256
15 Mg -0.009393 3.986769 -0.075990

Atoms 1-2, force components in eV/Å:
0.47 -2.43 0.20
-0.28 2.51 -0.30

natural (NBO) population analysis, charges in e, atoms 1 to 2: number 1, O, carries -0.64; number 2, C, carries 0.47

5.
# C37H38AuNP2S2

A structure of composition C37H38AuNP2S2 (ωB97M-V/def2-TZVPD, the OMol25 dataset).

Computed properties:
Charge: 0
HOMO-LUMO gap (alpha / beta): 5.754 / 5.753 eV
Relative energy (zero: lowest compared OMol25 entry of this formula, charge and spin): 9.8 kJ/mol

CARTESIAN COORDINATES (ANGSTROEM)
1 Au -0.163474 -0.656767 -1.279021
2 S 0.186023 -1.955227 0.732555
3 P -1.515481 -2.817377 -0.024034
4 C -1.943597 -1.734937 -1.247780
5 P -2.977462 -0.538479 -1.847264
6 S -1.788911 1.112620 -1.978917
7 C -4.484510 -0.219870 -0.896457
8 C -4.915531 1.083193 -0.671763
9 C -6.068709 1.315556 0.063632
10 C -6.790491 0.250628 0.582835
11 C -6.359732 -1.051844 0.367926
12 C -5.211105 -1.285374 -0.370634
13 C -3.548939 -0.975920 -3.519043
14 C -2.952056 -0.416227 -4.642420
15 C -3.323613 -0.835714 -5.913538
16 C -4.291235 -1.814841 -6.068865
17 C -4.894971 -2.375042 -4.949676
18 C -4.526774 -1.957900 -3.682033
19 C -0.999387 -4.413891 -0.710576
20 C -0.415861 -4.417111 -1.976213
21 C 0.102208 -5.590267 -2.497628
22 C 0.030447 -6.767991 -1.764944
23 C -0.548884 -6.769590 -0.504371
24 C -1.057748 -5.593040 0.028102
25 C -2.767326 -3.192740 1.222356
26 C -3.770281 -4.124285 0.953454
27 C -4.792402 -4.325476 1.866777
28 C -4.816504 -3.598570 3.051205
29 C -3.819737 -2.673277 3.322390
30 C -2.794867 -2.468675 2.409344
31 H -4.338942 1.913222 -1.060787
32 H -6.399178 2.331245 0.237875
33 H -7.686147 0.434230 1.162316
34 H -6.911383 -1.885862 0.782622
35 H -4.871041 -2.301569 -0.519195
36 H -2.196904 0.349313 -4.518692
37 H -2.851642 -0.394597 -6.781990
38 H -4.579742 -2.141762 -7.059562
39 H -5.654768 -3.137090 -5.065865
40 H -5.007473 -2.402013 -2.819887
41 H -0.366373 -3.496439 -2.545900
42 H 0.567271 -5.578916 -3.475278
43 H 0.431108 -7.686337 -2.174923
44 H -0.598650 -7.686811 0.068135
45 H -1.485870 -5.595128 1.022097
46 H -3.747580 -4.694028 0.031474
47 H -5.567699 -5.051768 1.659196
48 H -5.613979 -3.758470 3.765551
49 H -3.839579 -2.108618 4.245236
50 H -2.016200 -1.742019 2.607880
51 C 4.842465 -3.499547 -3.192024
52 C 3.571235 -2.716571 -3.398198
53 C 2.647775 -3.110446 -4.365348
54 C 1.467260 -2.398583 -4.547638
55 C 0.486309 -2.785775 -5.623020
56 C 1.226318 -1.287955 -3.752616
57 C 2.110105 -0.890861 -2.722921
58 C 3.299852 -1.626777 -2.584439
59 N 1.662676 0.101287 -1.870980
60 C 2.496531 1.045402 -1.135165
61 C 2.908041 0.499552 0.239133
62 C 1.644501 2.301704 -0.923810
63 C 3.737995 1.466311 -1.929245
64 H 4.932489 -4.305304 -3.920034
65 H 4.869930 -3.940661 -2.193798
66 H 5.717575 -2.854651 -3.288206
67 H 2.857796 -3.975992 -4.985298
68 H 0.506477 -3.861366 -5.805558
69 H 0.728498 -2.290420 -6.566546
70 H -0.531522 -2.500754 -5.351814
71 H 0.366165 -0.652907 -3.944762
72 H 3.983340 -1.397100 -1.778673
73 H 2.021249 0.301653 0.844200
74 H 3.532902 1.218132 0.775799
75 H 3.465914 -0.433881 0.135250
76 H 0.744004 2.055408 -0.356072
77 H 1.338290 2.713432 -1.886875
78 H 2.201428 3.061258 -0.370953
79 H 4.511467 0.704262 -1.965828
80 H 4.176761 2.347834 -1.458005
81 H 3.463264 1.725889 -2.953434

Atoms 1-2, force components in eV/Å:
-0.15 0.07 0.21
-0.01 -0.07 -0.23

Löwdin population analysis, charges in e, atoms 1 to 2: number 1, Au, carries 0.72; number 2, S, carries 0.37

6.
# C52H80ClF5NO13PS

A cluster of 6 separate species, C52H80ClF5NO13PS in total at a distorted geometry (ωB97M-V/def2-TZVPD, the OMol25 dataset).

Computed properties:
Structure (SMILES): C=CCc1cc(P(O)O)c(CC=C)c2c1Nc1c([C@H](Cl)CC)cc(CCCC(F)(F)C(F)(F)F)c(OC[C@@H](C)C(C)C)c1S2.CCOC(C)=O.CCOC(C)=O.CCOC(C)=O.CCOC(C)=O.CCOC(C)=O
Charge: 0
HOMO-LUMO gap: 8.044 eV

CARTESIAN COORDINATES (ANGSTROEM)
1 C 0.257652 -3.935962 0.313233
2 C -0.084784 -3.309890 -0.823139
3 C -1.457258 -2.725978 -1.086104
4 C -1.995876 -1.871340 0.059862
5 C -1.119110 -1.052666 0.746382
6 C -1.511747 -0.269648 1.828649
7 P -0.297462 0.797326 2.637601
8 O -0.043237 0.171282 4.157878
9 O 1.073565 0.549935 1.797216
10 C -2.845589 -0.296948 2.249624
11 C -3.326152 0.529937 3.423666
12 C -3.592401 -0.264478 4.676661
13 C -4.736199 -0.159521 5.344755
14 C -3.731496 -1.108083 1.548090
15 C -3.337265 -1.878352 0.455620
16 N -4.303513 -2.647994 -0.224844
17 C -5.494603 -1.972310 -0.568710
18 C -6.036589 -2.015563 -1.860514
19 C -5.410957 -2.748372 -3.021565
20 Cl -5.282901 -4.515105 -2.608190
21 C -4.077119 -2.162065 -3.472632
22 C -3.218143 -3.078946 -4.342254
23 C -7.214426 -1.327542 -2.103507
24 C -7.905203 -0.601478 -1.141401
25 C -9.154378 0.147324 -1.545553
26 C -10.494463 -0.597080 -1.327264
27 C -11.495575 0.240190 -0.523130
28 C -12.169804 1.325417 -1.362846
29 F -13.493139 1.047216 -1.552585
30 F -11.627991 1.448382 -2.605486
31 C -12.127742 2.720226 -0.704871
32 F -12.889012 3.595127 -1.374911
33 F -12.614334 2.635921 0.547743
34 F -10.876705 3.194699 -0.659764
35 C -7.363399 -0.575891 0.144098
36 O -7.971868 0.128998 1.156899
37 C -9.043225 -0.571657 1.790389
38 C -8.637336 -1.712757 2.711061
39 C -8.078217 -1.156978 4.034872
40 C -9.906070 -2.557121 2.981464
41 C -9.664688 -3.528541 4.149830
42 C -10.246697 -3.412065 1.728630
43 C -6.169267 -1.248667 0.408696
44 S -5.439555 -1.204412 2.020768
45 H 0.839903 -4.849250 0.338652
46 H -0.040836 -3.529135 1.277656
47 H 0.639777 -3.203358 -1.629645
48 H -2.101552 -3.601032 -1.181834
49 H -1.444559 -2.152694 -2.013261
50 H -0.082979 -1.015437 0.432807
51 H -0.891189 -0.026570 4.573530
52 H 1.682196 1.259135 2.035745
53 H -4.239092 1.051480 3.131703
54 H -2.551708 1.265534 3.654982
55 H -2.802147 -0.930362 5.019125
56 H -5.618166 0.219553 4.842259
57 H -4.827147 -0.398284 6.396607
58 H -3.905863 -3.095976 -1.035180
59 H -6.123342 -2.716734 -3.841744
60 H -3.491407 -1.839766 -2.611867
61 H -4.289574 -1.252428 -4.038832
62 H -2.501462 -2.466836 -4.893333
63 H -3.806330 -3.616960 -5.084930
64 H -2.629874 -3.779948 -3.754161
65 H -7.619368 -1.329189 -3.109946
66 H -9.155185 1.111701 -1.033231
67 H -9.042683 0.388244 -2.603130
68 H -10.298043 -1.537217 -0.816016
69 H -10.939309 -0.838172 -2.291688
70 H -10.985498 0.738943 0.299097
71 H -12.294267 -0.394995 -0.142552
72 H -9.572650 0.160138 2.405548
73 H -9.759520 -0.942045 1.058456
74 H -7.921790 -2.411601 2.270689
75 H -8.875840 -0.978818 4.755627
76 H -7.373721 -1.865449 4.467996
77 H -7.550096 -0.227597 3.824796
78 H -10.745310 -1.899984 3.227918
79 H -10.363727 -4.364496 4.100605
80 H -8.663138 -3.955850 4.074824
81 H -9.806616 -3.060144 5.122604
82 H -11.283357 -3.296102 1.414181
83 H -10.015565 -4.459567 1.907724
84 H -9.619344 -3.087815 0.893867
85 O 1.728414 -3.422984 -3.289501
86 C 2.896123 -3.132864 -3.383836
87 O 3.800353 -3.938565 -2.822877
88 C 5.218227 -3.788577 -3.011336
89 C 5.808981 -2.788352 -2.044778
90 C 3.342494 -1.842826 -4.029099
91 H 5.446759 -3.541785 -4.049045
92 H 5.628555 -4.779751 -2.827872
93 H 5.402149 -1.789045 -2.201491
94 H 6.886979 -2.739299 -2.165580
95 H 5.578230 -3.069239 -1.017486
96 H 3.291266 -1.048190 -3.285593
97 H 2.653285 -1.614547 -4.838535
98 H 4.345198 -1.877835 -4.446785
99 O 5.894302 -1.140860 0.782006
100 C 5.656927 -0.594316 1.825490
101 O 5.049158 -1.297624 2.797679
102 C 4.882761 -0.805079 4.130694
103 C 3.637592 0.046527 4.271319
104 C 5.939212 0.874556 2.036279
105 H 5.779979 -0.279454 4.461673
106 H 4.793573 -1.697104 4.748394
107 H 3.695518 0.943502 3.652037
108 H 3.502670 0.353425 5.309045
109 H 2.757416 -0.512988 3.955989
110 H 5.103555 1.455529 1.644587
111 H 6.835677 1.130074 1.476802
112 H 6.112345 1.151099 3.073244
113 O 8.408483 -1.720136 -3.489650
114 C 8.930566 -0.794983 -2.924988
115 O 9.465127 0.191440 -3.663022
116 C 9.938674 1.422690 -3.098608
117 C 11.367311 1.316756 -2.618419
118 C 9.066843 -0.759446 -1.419690
119 H 9.262873 1.768193 -2.314623
120 H 9.881025 2.146477 -3.908941
121 H 11.468842 0.585997 -1.812936
122 H 11.716330 2.281757 -2.259286
123 H 12.013344 0.998374 -3.433402
124 H 9.958926 -1.318415 -1.139046
125 H 8.194258 -1.242700 -0.984195
126 H 9.125466 0.242491 -1.003119
127 O 12.337423 3.486922 -4.432810
128 C 13.489365 3.810636 -4.522694
129 O 14.423003 3.028086 -3.946510
130 C 15.828460 3.209397 -4.146488
131 C 16.411416 4.224953 -3.186187
132 C 13.905706 5.103012 -5.185197
133 H 16.040450 3.457902 -5.187050
134 H 16.265946 2.230136 -3.960883
135 H 15.981888 5.215223 -3.338671
136 H 17.491333 4.294843 -3.317759
137 H 16.201939 3.932003 -2.157567
138 H 13.829202 5.908471 -4.455763
139 H 13.214155 5.299743 -6.000152
140 H 14.909864 5.089717 -5.600723
141 O 3.897315 4.148972 1.259565
142 C 3.422499 4.899558 2.067676
143 O 2.742258 4.380186 3.106456
144 C 2.292909 5.147900 4.228469
145 C 0.949129 5.794042 3.965825
146 C 3.493139 6.398511 1.902538
147 H 3.050810 5.873786 4.526724
148 H 2.203738 4.429703 5.041644
149 H 1.000631 6.509306 3.144653
150 H 0.600078 6.317237 4.856324
151 H 0.215787 5.034633 3.694165
152 H 2.674382 6.715670 1.257929
153 H 4.435841 6.639400 1.418260
154 H 3.450158 6.952584 2.836693

Atoms 1-2, force components in eV/Å:
-0.16 0.40 0.13
0.34 -0.02 0.02

Löwdin population analysis, charges in e, atoms 1 to 2: number 1, C, carries 0.02; number 2, C, carries -0.15

| no. | electronic energy (eV) |
| --- | --- |
| 1 | -155718.314 |
| 2 | -16374.215 |
| 3 | -16984.971 |
| 4 | -17963.036 |
| 5 | -84416.529 |
| 6 | -129563.714 |